# 1
Molecular formula: C11H23KO5S2
Method: DFT, wB97M-V/def2-TZVPD

```
42
C11H23KO5S2 (wB97M-V/def2-TZVPD)
K 1.477 -0.746 -1.338
C -2.736 1.363 0.249
C -1.237 1.146 0.544
C -1.047 0.130 1.698
O -0.549 0.799 -0.585
H -3.136 0.539 -0.341
H -2.817 2.276 -0.349
H -3.330 1.582 1.141
H -0.894 2.096 0.992
H 0.013 0.046 1.974
H -1.340 -0.912 1.540
H -1.544 0.526 2.591
C 2.930 1.852 0.914
C 2.651 2.603 2.232
C 3.223 4.002 2.029
S 2.636 4.459 0.339
O 3.787 4.972 -0.381
O 1.379 5.177 0.376
C 2.325 2.734 -0.197
H 2.385 0.914 0.910
H 4.006 1.736 0.790
H 3.170 2.038 3.009
H 1.593 2.628 2.490
H 4.305 3.930 1.955
H 2.849 4.731 2.742
H 2.807 2.725 -1.175
H 1.249 2.564 -0.286
C -2.146 -2.952 -2.470
C -2.045 -4.468 -2.603
C -0.875 -4.935 -1.735
S -0.898 -3.750 -0.292
O 0.398 -3.125 -0.113
O -1.512 -4.459 0.827
C -2.116 -2.633 -0.984
H -3.045 -2.545 -2.943
H -1.412 -2.371 -3.038
H -1.891 -4.692 -3.658
H -2.971 -4.908 -2.233
H 0.056 -4.766 -2.279
H -0.869 -5.909 -1.257
H -1.795 -1.631 -0.667
H -3.036 -2.768 -0.418
```

Summary:
total charge = 0
2S+1 = 1

# 2
Molecular formula: C3H3Cl2NO
Method: DFT, wB97M-V/def2-TZVPD

```
10
C3H3Cl2NO (wB97M-V/def2-TZVPD)
C -0.848 0.571 -1.320
C -0.644 0.571 -0.040
Cl -1.358 1.529 1.211
C 0.804 -0.283 0.697
Cl 1.550 -0.888 -0.785
N 0.201 -1.142 1.571
O 0.352 -2.348 1.346
H -1.433 1.364 -1.833
H -0.074 0.165 -1.909
H 1.448 0.462 1.061
```

Summary:
total charge = 0
2S+1 = 1
SMILES = C=C(Cl)[C@H](Cl)N=O

# 3
Molecular formula: C41H58BClF2N7O3
Method: DFT, wB97M-V/def2-TZVPD

```
113
C41H58BClF2N7O3 (wB97M-V/def2-TZVPD)
C 5.852 3.275 -0.904
C 4.545 2.841 -0.278
C 3.444 1.942 -1.083
N 3.494 0.455 -0.850
C 4.782 -0.149 -0.349
C 5.016 -0.132 1.263
C 3.863 0.577 2.166
Cl 4.774 1.613 3.459
C 2.369 -0.277 -1.106
N 0.977 -0.033 -1.549
C 0.529 1.069 -2.408
O -0.070 2.182 -1.598
O -0.204 3.199 -2.426
C 0.164 -0.597 -0.431
F 0.569 0.315 0.707
C -1.441 -0.545 -0.341
C -2.301 -0.689 -1.714
N -1.749 -1.608 -2.769
N -3.654 -1.307 -1.295
N -2.694 0.706 -2.248
C 0.994 -2.026 -0.166
C 1.483 -2.033 1.438
C 2.820 -2.688 1.672
B 0.179 -3.439 -0.195
N 0.284 -4.581 -1.180
O -0.782 -3.662 0.945
N 2.303 -1.801 -0.846
C 2.786 -2.671 -1.960
F 3.222 -4.054 -1.537
C 1.820 -2.697 -3.312
C 2.263 -1.595 -4.450
H 6.046 3.229 -2.064
H 6.766 3.633 -0.242
H 4.342 3.240 0.816
H 2.374 2.303 -0.696
H 3.584 2.148 -2.227
H 4.885 -1.289 -0.689
H 5.731 0.384 -0.839
H 5.213 -1.245 1.640
H 6.040 0.442 1.481
H 3.158 1.327 1.616
H 3.204 -0.176 2.815
H -0.261 0.841 -3.245
H 1.461 1.542 -2.987
H -1.085 3.061 -2.911
H -1.884 -1.345 0.427
H -1.739 0.508 0.138
H -0.937 -1.223 -3.291
H -1.613 -2.589 -2.448
H -4.148 -0.579 -0.727
H -4.147 -1.521 -2.190
H -3.243 1.235 -1.532
H -3.269 0.568 -3.123
H 0.835 -1.637 2.325
H 3.545 -2.347 2.555
H 3.189 -3.580 0.990
H -0.569 -5.214 -1.111
H 1.059 -5.199 -0.791
H -0.353 -4.247 1.640
H 3.801 -2.175 -2.353
H 2.006 -3.768 -3.805
H 0.677 -2.664 -3.059
H 1.574 -0.650 -4.350
H 3.413 -1.361 -4.476
H 2.006 -2.073 -5.508
C -5.264 0.925 -5.078
C -5.353 2.181 -5.678
C -6.537 2.912 -5.596
C -7.632 2.391 -4.905
C -7.542 1.136 -4.302
C -6.360 0.402 -4.392
H -4.341 0.355 -5.145
H -4.498 2.590 -6.211
H -6.608 3.887 -6.069
H -8.553 2.962 -4.837
H -8.394 0.731 -3.762
H -6.292 -0.578 -3.926
C 4.321 6.235 1.865
C 4.115 6.479 0.508
C 3.935 7.786 0.053
C 3.972 8.849 0.956
C 4.183 8.605 2.312
C 4.353 7.298 2.768
H 4.458 5.216 2.219
H 4.093 5.651 -0.196
H 3.768 7.975 -1.004
H 3.837 9.867 0.601
H 4.213 9.433 3.015
H 4.511 7.107 3.826
C -0.335 -4.601 4.848
C 0.020 -5.253 6.028
C -0.899 -6.081 6.672
C -2.171 -6.264 6.130
C -2.526 -5.615 4.948
C -1.610 -4.780 4.308
H 0.380 -3.953 4.348
H 1.014 -5.115 6.446
H -0.624 -6.583 7.595
H -2.886 -6.913 6.629
H -3.517 -5.760 4.525
H -1.888 -4.270 3.390
C -5.725 -1.233 3.507
C -5.794 0.037 2.935
C -4.623 0.741 2.655
C -3.382 0.170 2.938
C -3.313 -1.102 3.506
C -4.484 -1.802 3.795
H -6.638 -1.780 3.729
H -6.761 0.479 2.708
H -4.677 1.733 2.215
H -2.469 0.716 2.715
H -2.346 -1.547 3.725
H -4.430 -2.790 4.243
```

Summary:
total charge = +1
2S+1 = 1

# 4
Molecular formula: C38H68N2O17
Method: DFT, wB97M-V/def2-TZVPD

```
125
C38H68N2O17 (wB97M-V/def2-TZVPD)
C 10.901 29.054 30.340
C 11.255 30.216 29.312
C 11.490 29.388 28.097
C 9.992 31.148 28.921
C 9.740 32.276 30.011
C 11.067 33.001 30.422
C 12.265 32.183 30.802
C 13.474 33.196 30.673
C 12.255 31.510 32.221
N 12.340 31.090 29.662
O 13.522 30.412 29.770
H 10.013 28.490 30.053
H 11.785 28.444 30.525
H 10.500 29.458 31.270
H 11.968 29.819 27.217
H 12.206 28.587 28.283
H 10.627 28.837 27.723
H 10.210 31.811 28.084
H 9.033 30.632 28.866
H 8.945 32.968 29.733
H 9.326 31.810 30.904
H 10.905 33.639 31.291
H 11.376 33.586 29.556
H 13.238 34.127 31.189
H 13.830 33.379 29.659
H 14.276 32.733 31.249
H 12.733 32.133 32.977
H 12.810 30.576 32.135
H 11.252 31.148 32.445
H 13.898 30.571 28.902
C 14.002 22.374 23.823
C 14.295 21.260 22.786
C 15.837 20.804 22.862
C 13.570 19.943 23.272
C 12.017 20.027 22.992
C 11.757 20.300 21.525
C 12.560 21.511 20.961
C 12.541 21.361 19.440
C 11.742 22.780 21.452
N 13.978 21.500 21.365
O 14.698 22.554 20.846
H 14.407 22.061 24.785
H 14.443 23.324 23.520
H 12.979 22.585 24.135
H 16.014 19.960 22.196
H 16.396 21.679 22.532
H 16.125 20.553 23.883
H 13.844 19.003 22.793
H 13.553 19.714 24.338
H 11.447 19.172 23.356
H 11.560 20.822 23.583
H 10.686 20.485 21.446
H 12.103 19.382 21.048
H 11.569 21.332 18.948
H 12.967 20.456 19.009
H 13.040 22.125 18.843
H 10.726 22.737 21.059
H 12.171 23.646 20.949
H 11.729 23.026 22.514
H 15.587 22.225 20.693
C 22.826 15.226 22.002
C 23.765 16.397 22.207
C 24.839 16.004 23.058
O 25.918 16.097 22.131
C 25.503 16.468 20.932
O 26.162 16.354 19.888
O 24.288 16.831 21.023
H 22.503 14.960 23.009
H 23.226 14.397 21.418
H 21.960 15.510 21.404
H 23.258 17.255 22.649
H 24.753 15.048 23.575
H 25.124 16.726 23.823
C 24.871 20.460 30.563
C 23.316 20.238 30.163
C 22.703 21.051 28.973
O 22.199 20.031 28.139
C 22.499 18.794 28.693
O 21.944 17.812 28.207
O 23.042 18.883 29.777
H 25.132 20.215 31.592
H 25.200 21.496 30.476
H 25.402 19.860 29.824
H 22.601 20.318 30.982
H 23.366 21.606 28.309
H 22.122 21.890 29.356
C 12.189 17.949 8.850
C 12.418 18.796 10.109
C 12.420 18.066 11.488
O 13.815 17.973 11.707
C 14.439 18.986 11.213
O 15.672 19.132 11.299
O 13.727 19.519 10.159
H 12.962 17.181 8.849
H 12.294 18.427 7.876
H 11.256 17.416 8.672
H 11.537 19.436 10.099
H 11.815 17.177 11.307
H 12.070 18.828 12.183
C 6.789 26.180 14.907
C 5.814 25.489 14.077
C 5.915 25.537 12.532
O 5.433 24.183 12.264
C 5.753 23.486 13.343
O 5.741 22.240 13.493
O 6.003 24.194 14.371
H 6.632 26.074 15.981
H 6.775 27.263 14.787
H 7.757 25.939 14.468
H 4.880 25.917 14.443
H 6.925 25.708 12.159
H 5.275 26.193 11.941
C 15.593 29.497 15.738
C 15.485 29.273 14.228
C 16.702 28.537 13.629
O 16.070 27.448 13.024
C 14.721 27.309 13.496
O 13.854 26.468 13.294
O 14.400 28.397 14.124
H 16.467 30.105 15.969
H 15.696 28.514 16.199
H 14.657 29.882 16.144
H 15.159 30.282 13.976
H 17.420 28.350 14.427
H 17.015 29.338 12.960
```

Summary:
total charge = 0
2S+1 = 1
SMILES = CC1(C)CCCC(C)(C)N1O.CC1(C)CCCC(C)(C)N1O.C[C@H]1COC(=O)O1.C[C@H]1COC(=O)O1.C[C@H]1COC(=O)O1.C[C@H]1COC(=O)O1.C[C@H]1COC(=O)O1

# 5
Molecular formula: C6H12I2N
Method: DFT, wB97M-V/def2-TZVPD

```
21
C6H12I2N (wB97M-V/def2-TZVPD)
C -1.297 1.618 -0.602
N -0.557 0.375 -0.930
C 0.252 0.440 -2.145
C 0.393 0.104 0.462
I 1.557 1.901 0.844
C -0.398 -0.422 1.675
C 0.689 -1.347 1.949
C 1.179 -1.181 0.479
I 0.577 -2.873 -0.755
H -1.265 2.050 0.434
H -1.026 2.480 -1.304
H -2.382 1.349 -0.922
H -1.212 -0.383 -0.555
H 1.002 1.248 -2.098
H 0.866 -0.490 -2.303
H -0.456 0.511 -3.027
H -1.387 -0.916 1.285
H -0.626 0.182 2.538
H 1.442 -1.044 2.719
H 0.314 -2.378 2.041
H 2.336 -1.224 0.214
```

Summary:
total charge = +1
2S+1 = 1
SMILES = C[NH+](C)[C@@]1(I)CC[C@H]1I

# 6
Molecular formula: C35H37BBiN7SeSi
Method: DFT, wB97M-V/def2-TZVPD

```
83
C35H37BBiN7SeSi (wB97M-V/def2-TZVPD)
Bi 0.178 -0.547 -0.104
N -2.792 -4.106 1.529
C -1.781 -3.214 1.544
N -1.895 -1.959 1.283
C -3.185 -1.454 1.029
N -3.466 -0.210 1.064
N -2.440 0.645 1.389
C -2.223 0.787 2.631
C -1.144 1.666 3.121
C -0.632 2.694 2.341
C 0.408 3.448 2.851
C 0.893 3.146 4.114
C 0.309 2.101 4.817
N -0.697 1.374 4.344
C -4.248 -2.417 0.690
C -5.454 -2.040 0.106
C -6.426 -2.985 -0.157
C -6.203 -4.323 0.166
C -5.009 -4.716 0.738
C -4.035 -3.758 0.994
H -2.607 -5.063 1.780
H -0.796 -3.609 1.776
H -2.795 0.248 3.388
H -1.037 2.867 1.355
H 0.842 4.251 2.266
H 1.705 3.709 4.554
H 0.667 1.834 5.805
H -5.606 -0.995 -0.128
H -7.361 -2.688 -0.611
H -6.965 -5.063 -0.039
H -4.826 -5.756 0.979
Se 1.484 -2.110 1.651
C 3.179 -2.410 0.805
C 3.528 -3.693 0.402
C 4.766 -3.924 -0.180
C 5.654 -2.877 -0.374
C 5.310 -1.597 0.037
C 4.083 -1.367 0.637
H 2.829 -4.507 0.532
H 5.027 -4.925 -0.498
H 6.611 -3.056 -0.847
H 5.994 -0.772 -0.115
H 3.821 -0.372 0.970
B 3.839 0.741 -3.132
C 2.782 0.169 -2.122
N 2.016 -0.260 -1.369
H 4.624 1.393 -2.479
H 3.208 1.431 -3.905
H 4.356 -0.207 -3.680
C -1.873 -3.338 -1.870
Si -0.279 -2.361 -2.049
C -0.428 -1.288 -3.583
C 1.125 -3.578 -2.267
C 1.047 -4.863 -1.725
C 2.033 -5.809 -1.970
C 3.131 -5.475 -2.750
C 3.242 -4.195 -3.274
C 2.246 -3.259 -3.040
H -1.988 -3.965 -2.758
H -2.742 -2.680 -1.802
H -1.882 -3.996 -1.001
H -0.405 -1.912 -4.481
H 0.377 -0.556 -3.667
H -1.376 -0.745 -3.572
H 0.196 -5.141 -1.112
H 1.947 -6.804 -1.551
H 3.900 -6.211 -2.948
H 4.104 -3.923 -3.869
H 2.352 -2.267 -3.463
C 3.558 6.278 -0.297
C 2.771 5.000 -0.301
C 1.471 4.954 -0.799
C 0.781 3.755 -0.789
N 1.284 2.618 -0.310
C 2.523 2.663 0.166
C 3.297 3.813 0.190
H 3.528 6.755 -1.276
H 4.599 6.099 -0.034
H 3.141 6.983 0.425
H 1.003 5.843 -1.204
H -0.228 3.702 -1.186
H 2.925 1.731 0.548
H 4.308 3.774 0.577
```

Summary:
total charge = 0
2S+1 = 1

# 7
Molecular formula: C31H40O11S3
Method: DFT, wB97M-V/def2-TZVPD

```
85
C31H40O11S3 (wB97M-V/def2-TZVPD)
C -1.159 -4.935 -2.521
C -0.406 -6.244 -2.570
O 0.770 -6.104 -1.832
S 0.585 -4.944 -0.677
O 1.910 -4.378 -0.380
O -0.354 -5.292 0.436
O -0.358 -4.085 -1.750
H -2.105 -4.967 -1.981
H -1.224 -4.477 -3.508
H -0.218 -6.464 -3.620
H -0.933 -7.033 -2.032
C -1.540 -2.094 1.039
C -1.143 -2.279 -0.363
O 0.047 -1.482 -0.383
S 0.264 -0.222 0.672
O 0.194 1.050 -0.001
O 1.348 -0.517 1.659
O -1.194 -0.717 1.380
H -0.853 -2.716 1.613
H -2.548 -2.338 1.373
H -1.864 -1.772 -1.006
H -0.852 -3.292 -0.639
O 2.559 1.362 5.238
S 3.916 1.226 4.598
O 4.792 0.150 5.165
O 3.822 1.009 2.903
C 3.006 -0.034 2.454
C 3.934 -1.107 1.831
C 4.835 2.961 4.419
H 2.311 0.245 1.663
H 2.355 -0.384 3.255
H 4.198 -1.844 2.590
H 4.803 -0.525 1.526
H 3.646 -1.626 0.917
H 4.884 3.445 5.395
H 4.170 3.553 3.790
H 5.830 2.756 4.024
C 2.064 1.406 -3.256
C 1.863 2.128 -4.387
C 0.647 2.733 -4.699
C -0.294 2.750 -3.706
C -0.130 1.978 -2.581
C 0.983 1.310 -2.297
H 2.983 0.902 -2.992
H 2.723 2.093 -5.040
H 0.679 3.217 -5.664
H -1.242 3.168 -4.010
H -0.908 1.881 -1.839
H 1.106 0.643 -1.456
C -3.620 -3.061 -2.761
C -3.708 -2.260 -1.641
C -4.118 -2.893 -0.386
C -4.414 -4.250 -0.316
C -4.236 -5.012 -1.453
C -3.944 -4.437 -2.670
H -3.493 -2.741 -3.785
H -3.646 -1.182 -1.684
H -4.239 -2.264 0.483
H -4.745 -4.707 0.605
H -4.431 -6.069 -1.351
H -3.945 -5.046 -3.562
C -3.227 4.802 0.860
C -1.823 4.693 0.940
C -1.246 3.530 0.675
C -2.062 2.403 0.458
C -3.460 2.567 0.229
C -4.019 3.801 0.489
H -3.686 5.766 1.022
H -1.164 5.541 1.050
H -0.183 3.469 0.853
H -1.557 1.455 0.569
H -4.134 1.747 0.031
H -5.057 4.054 0.332
C 1.787 3.135 2.857
C 2.329 4.302 2.399
C 2.282 4.574 1.032
C 1.922 3.525 0.181
C 1.350 2.383 0.663
C 1.277 2.180 2.030
H 1.828 2.960 3.922
H 2.750 5.045 3.061
H 2.748 5.468 0.646
H 2.052 3.641 -0.884
H 1.036 1.569 0.026
H 0.892 1.218 2.334
```

Summary:
total charge = 0
2S+1 = 1

It is found that the LUMO energy values, taken in the order of the records, are -0.775; -0.842; -3.795; 0.452; -4.076; 0.054; 0.034 eV.
It is found that the energy values, taken in the order of the records, are -2205.3887; -1166.3281; -2890.1718; -2877.0063; -885.6111; -4669.6169; -3226.7103 Ha.
It is found that the orbital gap values, taken in the order of the records, are 6.3; 9.2; 7.1; 8.6; 9.2; 7.7; 7.9 eV.